# C4H4Br2O3

C4H4Br2O3 as an isolated structure (ωB97M-V/def2-TZVPD, the Open Molecules 2025 dataset).

XYZ file:
```
13
C4H4Br2O3 | the Open Molecules 2025 dataset | ωB97M-V/def2-TZVPD
H 1.9670 -0.1733 -1.3416
Br -1.7360 -1.8477 0.7511
C -1.6256 -0.0705 0.1890
O -1.1655 1.5145 -1.4881
H 1.0445 0.2584 2.4845
C 1.0196 0.3089 0.4458
C -0.9533 0.4086 -0.9954
Br -2.9407 1.1225 0.9556
O -0.0149 -0.4999 -1.5734
H 0.9613 1.3417 0.3206
C 1.1606 -0.5262 -0.7921
O 1.1368 -0.2377 1.6472
H 1.1462 -1.5994 -0.6031
```

Summary:
Energy above the lowest of the compared OMol25 structures with the same formula, charge and spin (kcal/mol): 90.9
LUMO energy (spin up / spin down) (eV): -0.26 / -1.56
Gap between HOMO and LUMO (spin up / spin down) (Eh): 0.3030 / 0.2323

# C16H29NO7S

A 4-piece molecular cluster, C16H29NO7S overall (ωB97M-V/def2-TZVPD, the Open Molecules 2025 dataset).

XYZ file:
```
54
C16H29NO7S | the Open Molecules 2025 dataset | ωB97M-V/def2-TZVPD
C -5.6697 -4.3031 3.8778
C 2.5763 2.4512 -0.4896
S 7.5628 5.9379 -3.1874
C -6.3773 -5.1214 4.9279
C 0.3620 -2.0744 3.2500
H -1.0408 -1.3839 -4.6542
H 1.1186 -1.7274 2.5480
N 5.7342 3.8383 -3.6888
H -2.3633 -4.1764 2.7091
H -6.7117 -6.0681 4.5007
H 4.3301 5.2679 -1.5943
C -1.5720 -0.5486 -4.1953
O -0.4957 0.8353 -2.5956
H 1.6376 3.0065 -0.4274
H -7.2351 -4.5694 5.3154
H -2.2800 -0.1255 -4.9098
H 3.3415 0.5658 0.2612
H 2.6299 1.8935 -1.4294
C -0.6133 -2.9745 2.5327
H -0.0890 1.5870 0.2330
H -5.8336 -3.3325 1.9864
H 4.7188 2.9946 -0.6857
O 2.6906 4.3013 -2.5209
O -0.4921 -3.2193 1.3525
C 0.5400 0.6948 0.3622
H -1.3415 -4.1656 4.1553
H 0.8525 -2.6261 4.0538
O 3.2782 2.6333 -3.8481
H -2.1208 -0.9140 -3.3294
H 2.7796 5.3432 -0.7702
H 3.4115 1.8890 1.4155
C 3.4332 4.6828 -1.3488
H 0.8793 0.3735 -5.3087
H -2.3555 -2.7540 3.7565
H -5.6921 -5.3277 5.7476
C -0.5894 0.5078 -3.7567
C 3.7587 3.4638 -0.4445
O 4.5135 4.4731 -3.9719
C -6.4628 -3.9159 2.6557
C 0.2692 1.1366 -4.8228
O 1.5805 0.9907 1.2953
C 6.6095 4.6786 -3.4483
O -4.5138 -3.9712 4.0095
H 0.9275 1.8739 -4.3693
H 0.8857 0.3630 -0.6186
H -6.8006 -4.8112 2.1314
H -0.1619 -1.2076 3.6563
C 3.4690 3.7227 -3.4348
H -0.3610 1.6315 -5.5642
H -7.3243 -3.3124 2.9460
C -1.7423 -3.5536 3.3452
H -0.0940 -0.0627 0.8379
C 2.7631 1.4161 0.6642
H 3.8158 3.8531 0.5821
```

Summary:
LUMO energy (eV): -1.28
SMILES: COCCCCOC(=O)ON=C=S.CC(C)=O.CC(C)=O.CC(C)=O
Gap between HOMO and LUMO (Eh): 0.2842

# C41H44Cl2N6O5PS3Sn

C41H44Cl2N6O5PS3Sn as an isolated structure (ωB97M-V/def2-TZVPD, the Open Molecules 2025 dataset).

XYZ file:
```
103
C41H44Cl2N6O5PS3Sn | the Open Molecules 2025 dataset | ωB97M-V/def2-TZVPD
C 5.2004 3.3819 1.9575
H 0.5576 4.4662 -5.2164
O -1.6077 1.4707 0.0662
H 1.7991 0.4161 2.6031
C 0.7066 -0.0545 4.4740
H 5.6878 1.4614 1.1075
O -2.2349 1.2019 -4.0907
H 0.3034 1.4255 -5.0187
C -1.2485 -0.9002 5.8461
N -0.1792 -0.4018 2.4662
H 1.3118 0.1867 5.3309
H -0.9231 -1.8793 -4.2540
H 1.3840 -7.1963 -0.8019
C -1.5671 -1.3670 -3.5384
C -5.2759 3.4109 0.1296
H 0.0881 5.5064 -0.2872
Cl -1.4484 -4.6615 1.7558
O 2.5142 0.6921 -1.2270
H 2.7949 4.1481 -4.1921
C -0.9349 6.0861 1.5048
H -6.2155 -5.0274 0.9627
C -0.4943 3.9266 -3.4213
H -4.9387 3.4070 2.2880
O 4.8200 0.0875 -0.6447
H -3.0686 1.8604 -2.0014
C 2.1623 -3.6989 1.1237
C -2.9853 -4.0214 1.1900
C 4.9349 2.2264 1.2397
C -4.7037 2.9325 -1.0842
C -0.2441 5.1908 0.6939
H -0.6031 -0.6316 6.6788
H 2.9991 3.3983 -1.8711
C 0.1404 0.3647 -4.8146
C -2.9778 -2.6900 0.6331
S 1.5927 -3.8549 -2.7358
H 4.3820 5.2561 2.6301
C 1.4322 -0.3340 -4.4183
H -1.2707 3.3054 -1.5256
C 3.6878 2.0184 0.6518
N -0.5527 -0.6092 4.6086
H -3.2712 -2.5908 -3.9454
H -6.2111 3.9512 0.1477
H -1.3462 -1.7695 -2.5490
H 1.8266 0.0608 -3.4785
H -1.1442 7.0858 1.1432
H -5.2018 3.0864 -2.0341
H 2.4368 -2.1890 -0.3017
C 2.9642 4.1194 1.4953
C -3.5268 2.2505 -1.1031
H 2.4677 -3.1205 1.9768
H -1.4862 -1.9609 5.9138
C -0.3760 3.5160 -2.1010
H -0.3664 -0.0848 -5.6738
N 1.3993 -5.1526 -0.3279
C 0.9296 0.0612 3.1357
N 2.2000 -3.1723 -0.1493
H -6.3879 -2.6968 0.0648
H -2.0024 -1.2372 3.1454
H 2.1869 -0.1800 -5.1923
C 4.2030 4.3373 2.0826
H 1.4476 -5.6803 1.7658
C -3.0436 -1.5257 -3.8648
C -3.3848 2.4240 1.2785
S 3.4860 0.4268 -0.1823
C -5.4322 -3.0974 0.3817
P 0.9132 2.5997 0.1688
H -0.2650 2.4971 2.7214
H 1.2968 -1.4066 -4.2861
H -2.8012 2.1570 2.1465
H -3.6685 -1.0999 -3.0811
C 1.7235 -4.0482 -1.0627
C -1.0389 -0.7992 3.3659
H 6.1742 3.5350 2.4092
H -1.4802 4.0204 -3.8596
O 2.9797 -0.4696 0.8706
H -1.9052 6.3945 3.3948
C 1.6692 -4.9416 1.0168
Sn -0.5081 -0.6244 0.1098
H -3.9676 -5.8299 1.7147
C -4.5603 3.1084 1.3167
S -1.0918 0.4090 -3.5109
C -0.4310 3.5162 2.3899
C -1.1011 4.4098 3.2104
H 0.4750 -6.1236 -1.8863
C 2.6707 2.9654 0.7633
C -5.3428 -4.3914 0.8912
H -3.3001 -1.0282 -4.8002
C 0.6448 4.1617 -4.1798
C -4.3211 -2.2909 0.2736
H -2.1697 -0.3236 5.9168
C -1.3598 5.6999 2.7670
C 2.0151 3.5593 -2.2891
H -1.4466 4.0903 4.1868
H -0.1769 -6.5027 -0.2717
N -1.8927 -1.9760 0.4958
C 0.7302 -6.3225 -0.8485
N -2.8521 2.0056 0.0758
C 0.8796 3.3259 -1.5179
H 2.2047 4.8804 1.6162
Cl -4.5418 -0.6850 -0.3488
C 0.0214 3.8977 1.1262
C -4.0934 -4.8362 1.3006
C 1.8983 3.9803 -3.6068
```

Summary:
⟨S²⟩: 0.765
Energy above the lowest of the compared OMol25 structures with the same formula, charge and spin (kcal/mol): 5.0
Net charge: -2
LUMO energy (spin up / spin down) (eV): 3.81 / 3.80
Multiplicity: 2
Gap between HOMO and LUMO (spin up / spin down) (Eh): 0.1237 / 0.1939

# C19H19AuN3O2

C19H19AuN3O2 as an isolated structure (ωB97M-V/def2-TZVPD, the Open Molecules 2025 dataset).

XYZ file:
```
44
C19H19AuN3O2 | the Open Molecules 2025 dataset | ωB97M-V/def2-TZVPD
H -1.2607 -2.6045 0.8253
H -0.1441 0.9654 5.2191
H -2.9483 4.1791 4.1069
H 1.7325 0.1228 6.6149
C -2.7130 2.5173 2.7984
N 0.1041 -0.5804 2.5092
H -0.9343 5.3365 3.2047
C 3.6912 -2.2055 -3.6020
H 2.0538 -1.1764 5.4603
C 3.7159 -0.3202 -2.0790
H -1.7119 -3.1760 -0.7927
C 0.1537 -0.3370 3.6300
H -3.6130 2.0206 3.1436
H 4.1837 0.5639 -1.6672
C -1.2098 4.3615 2.8229
C -0.4342 3.7787 1.8538
O 0.0785 2.0243 0.4333
H 0.2203 -3.2279 -2.0661
O 1.9745 0.1047 -0.6172
C -1.4043 -2.3046 -0.2140
C 4.3129 -1.0630 -3.0641
C -2.4498 0.7041 1.2131
C 0.5880 -2.3032 -1.6229
H 4.1694 -2.7792 -4.3823
H 0.4545 4.2598 1.4676
H 1.9852 -3.4610 -3.4985
C -2.4644 -1.2154 -0.2776
H -2.7552 -1.0343 -1.3135
C 2.4761 -2.5747 -3.1131
C 1.6892 -0.1562 5.5644
H 2.3463 0.5047 5.0021
Au 0.0695 0.1066 -0.0815
N -1.8989 0.0200 0.2706
H -3.4074 0.3508 1.5952
H -3.3473 -1.5270 0.2812
C 1.8319 -1.8265 -2.0941
C 0.2439 -0.0418 5.0611
N -0.1381 -1.7617 -0.7055
C -2.3557 3.7202 3.3288
C 2.4541 -0.6690 -1.5660
C -0.7506 2.5134 1.3272
H 5.2834 -0.7612 -3.4369
H -0.4078 -0.7367 5.5909
C -1.9433 1.8983 1.7813
```

Summary:
Energy above the lowest of the compared OMol25 structures with the same formula, charge and spin (kcal/mol): 0.0
Net charge: +1
LUMO energy (eV): -3.78
Gap between HOMO and LUMO (Eh): 0.2723

no.,maximum force (eV Å⁻¹)
1,3.00
2,2.34
3,0.74
4,1.09